C3H4FNO | ωB97M-V/def2-TZVPD

As for the frontier orbital gap: 8.50 eV. The energy above the lowest of the compared OMol25 structures with the same formula, charge and spin comes out at 71.49 kcal/mol. The value obtained for the total energy is -9427.517 eV. The value obtained for the LUMO energy is -0.08 eV. Its net charge is 0. As for the SMILES: N/C=C(/F)C=O.

Last columns: bonded neighbours and bond lengths (Å).
CARTESIAN COORDINATES (ANGSTROEM)
1 C 0.36695 -0.56514 1.18635  C2 1.399, H6 1.099, N8 1.282
2 C -0.06417 -0.42592 -0.13699  C1 1.399, C3 1.481, F10 1.300
3 C -0.29122 0.92834 -0.69057  C2 1.481, H7 1.183, O9 1.306
4 H 0.61669 0.53689 3.07771  N8 1.135
5 H 1.16172 1.32015 1.35182  N8 1.259
6 H 0.29647 -1.62326 1.47554  C1 1.099
7 H -0.38496 1.77672 0.12887  C3 1.183
8 N 0.87844 0.28048 2.00304  C1 1.282, H4 1.135, H5 1.259
9 O -0.43426 1.23702 -1.95158  C3 1.306
10 F -0.49270 -1.49931 -0.73282  C2 1.300